Entry 1:
11 unconnected molecules or ions with the total composition C24H52F3N3O27S4, computed with wB97M-V/def2-TZVPD.

As for the multiplicity: 2. The LUMO energy (alpha / beta) is -8.954 / -13.761 eV. Its charge is +3. As for the HOMO-LUMO gap (alpha / beta): 0.256 / 0.079 Ha.

The geometry in XYZ format:
```
113
Properties=species:S:1:pos:R:3:forces:R:3
N 1.76851 2.44619 -3.41870 0.4 0.1 -0.1
H 0.89745 2.65938 -3.88336 0.1 1.0 -0.8
H 2.49367 2.07053 -4.01295 -0.4 -0.6 -0.6
H 1.43190 1.74796 -2.77119 0.4 -1.4 1.2
H 2.26640 3.22068 -3.00352 -0.6 0.9 0.7
N 3.75477 -0.81709 -4.13114 0.6 1.3 -2.4
H 3.90585 -1.11731 -5.08358 0.2 -1.5 -0.2
H 4.42394 -1.20600 -3.48225 0.5 -0.4 0.7
H 2.77701 -0.82724 -3.87819 -1.7 -0.6 1.5
H 3.91943 0.15411 -4.35421 0.7 0.7 1.0
N 0.01218 -0.86535 -5.59184 0.3 -1.0 -0.5
H 0.31204 -1.01985 -4.63983 -0.1 0.7 2.3
H 0.89915 -1.04727 -6.03937 0.1 0.3 -1.2
H -0.37611 0.04803 -5.77909 0.0 0.3 0.0
H -0.63549 -1.59302 -5.85850 -0.5 -0.3 -0.3
C 0.63036 -0.86708 -1.89263 1.0 1.6 -0.1
O 0.18951 0.26544 -1.15400 -0.6 -0.8 -0.5
O 1.27846 -0.37706 -3.03253 0.5 -0.7 -0.1
C 1.44161 -1.68314 -0.80202 1.1 0.6 -1.3
F 0.66427 -1.99300 0.20996 -0.1 -0.4 -0.1
F 1.92942 -2.80928 -1.40688 -0.2 -0.3 0.3
F 2.55213 -1.08655 -0.27231 -0.9 0.1 -0.7
C -1.17121 0.15222 -0.62821 0.7 1.1 -0.1
C -1.19975 1.08486 0.53945 -0.3 0.4 0.8
H -0.52833 0.64547 1.27717 -0.2 0.3 0.4
H -0.90916 2.12059 0.36362 0.6 -0.1 -0.6
H -2.19520 1.27269 0.94183 -0.2 -0.7 0.2
H -1.35066 -0.86452 -0.27871 -0.3 0.0 -0.4
H -1.82994 0.50743 -1.42067 -0.3 -0.4 0.0
H -0.15333 -1.52304 -2.27164 -0.6 -0.2 0.8
C 2.53694 -1.90539 4.09944 0.5 -0.3 1.1
C 2.30054 -0.67037 3.26485 -0.9 -1.6 -0.8
C 1.84241 0.59025 4.00733 -0.8 -1.7 0.0
O 2.75328 1.56246 3.56187 -1.2 1.5 0.7
C 3.64083 1.06704 2.75516 3.5 -1.3 -0.2
O 4.61396 1.63348 2.31925 -1.4 -0.2 -0.3
O 3.51466 -0.30208 2.65190 0.4 1.4 -0.3
H 1.67864 -2.37294 4.58195 -0.4 0.5 -0.2
H 3.21456 -1.64372 4.91211 0.1 0.1 0.2
H 3.03738 -2.73689 3.60318 0.0 0.3 -0.6
H 1.65688 -0.93673 2.42648 -0.5 0.1 0.1
H 1.85866 0.35355 5.07120 0.5 0.8 0.2
H 0.80810 0.84251 3.77351 0.2 0.3 -0.2
C -5.22304 -1.69707 3.27078 0.5 0.6 0.2
C -3.80392 -1.21683 2.71607 -2.9 -0.2 1.1
C -2.65254 -1.08241 3.72852 -2.8 2.2 0.7
O -1.59967 -1.70908 3.09424 0.4 -0.9 -0.4
C -2.13159 -2.51480 2.13196 0.1 -1.1 0.0
O -1.44894 -3.28343 1.52730 0.0 0.0 -0.5
O -3.47352 -2.38698 2.02424 3.0 -0.9 -1.0
H -5.83514 -0.99018 3.83090 0.4 0.2 0.0
H -5.04619 -2.59088 3.86905 0.4 0.2 0.5
H -5.87534 -2.13529 2.51542 0.3 0.6 -0.7
H -3.76646 -0.40293 1.99202 -0.6 0.2 0.1
H -3.04850 -1.42127 4.68585 0.9 -1.1 0.2
H -2.44198 -0.03133 3.92598 0.3 0.1 -0.3
C 8.21303 0.77927 -0.50976 -0.8 -0.9 0.7
C 7.29975 -0.49041 -0.45110 -0.8 0.8 1.8
C 5.76968 -0.30527 -0.55024 -0.2 3.4 2.8
O 5.35046 -1.08341 -1.60040 -3.1 -0.6 -0.6
C 6.36487 -1.65351 -2.19377 2.1 2.3 1.7
O 6.27944 -2.36122 -3.11986 -0.5 -1.8 -2.3
O 7.45249 -1.13758 -1.64662 2.5 -2.5 -3.2
H 9.26303 0.49314 -0.44868 -0.1 -0.2 -0.6
H 8.12919 1.47438 0.32564 -0.7 -0.1 0.1
H 7.93165 1.27161 -1.44063 0.4 0.2 0.0
H 7.51216 -1.23543 0.31566 0.5 0.4 0.4
H 5.61748 0.76478 -0.69140 -0.2 0.2 -1.0
H 5.08989 -0.42288 0.29365 0.6 -0.8 0.4
C -4.69569 3.77056 5.65474 -1.6 0.5 1.4
C -6.00709 4.19684 4.88220 0.1 0.4 4.0
O -5.63187 4.06265 3.61420 2.1 -1.1 -4.6
S -4.82212 2.65901 3.38831 -2.4 -0.5 -0.5
O -3.84939 2.81193 2.32280 -0.5 0.1 1.9
O -5.84666 1.62998 3.16106 2.5 1.5 1.2
O -4.20650 2.63949 4.95937 -0.1 -0.6 -3.0
H -4.86586 3.43512 6.67778 -0.3 -0.1 -0.1
H -3.96648 4.57496 5.75121 0.1 0.0 -0.7
H -6.27167 5.23434 5.08642 0.2 0.0 -0.1
H -6.89140 3.58774 5.06950 0.1 -0.3 0.5
C -3.64289 -0.66994 -3.31073 0.9 1.3 -1.4
C -4.02126 0.85149 -3.31827 -0.3 -1.6 -2.1
O -4.93579 0.99915 -2.28926 -0.3 0.8 0.7
S -5.63558 -0.37297 -1.81644 -2.3 -1.3 2.2
O -6.94371 -0.73796 -2.38120 3.7 1.3 0.4
O -5.54059 -0.31022 -0.37205 0.2 -0.4 -2.1
O -4.43903 -1.33775 -2.43485 -2.4 0.0 1.6
H -2.62870 -0.88263 -2.97270 0.3 0.2 -0.5
H -3.87217 -0.95103 -4.33860 0.5 -0.7 -0.1
H -4.54790 1.03400 -4.25499 -0.2 0.0 -0.1
H -3.14291 1.48635 -3.43472 -0.1 0.5 1.4
C 4.03414 -4.93105 0.33114 1.5 2.2 -1.4
C 3.67008 -5.52960 -1.01122 -0.3 -0.5 0.5
O 2.46833 -6.27134 -0.64713 -1.1 -1.4 2.4
S 2.59820 -6.89097 0.91934 0.8 3.5 -3.3
O 3.14607 -8.20646 0.83589 -0.5 -0.3 0.8
O 1.31225 -6.85116 1.66102 1.9 -0.1 -1.0
O 3.67544 -5.79365 1.39436 -1.5 -2.2 0.4
H 3.59824 -3.94185 0.47102 -0.8 -0.3 0.2
H 5.09047 -4.66262 0.31721 0.3 -0.8 0.7
H 4.33648 -6.23151 -1.51256 0.4 -0.1 0.6
H 3.47746 -4.75404 -1.75250 -0.7 0.0 0.3
C -3.89598 4.41872 -1.27408 1.4 -0.8 -0.2
C -2.37981 4.72288 -1.27629 0.7 0.4 1.0
O -2.06580 5.86162 -2.10201 -2.4 -0.3 0.4
S -3.51843 6.45533 -2.72011 1.0 3.3 -1.0
O -3.31755 6.58202 -4.16509 -0.7 -1.2 2.8
O -3.86928 7.68489 -2.00280 0.5 -3.2 -1.0
O -4.47291 5.19223 -2.30492 0.7 0.8 -0.9
H -4.42531 4.55838 -0.33153 0.3 0.3 -0.1
H -3.83503 3.35479 -1.50306 -1.3 -0.1 -0.3
H -1.70672 3.93479 -1.61388 -0.5 -0.5 -0.6
H -2.09752 4.77640 -0.22484 0.3 1.1 0.1
```
Positions in Å, forces in eV/Å.

Results of the Löwdin charge analysis, in e, for atoms 1 through 8:
1 N 0.34
2 H 0.15
3 H 0.13
4 H 0.09
5 H 0.16
6 N 0.33
7 H 0.15
8 H 0.09

---

Entry 2:
7 unconnected molecules or ions with the total composition C24H52N4O10, computed with wB97M-V/def2-TZVPD.

As for the SMILES: CCOC(C)=O.CCOC(C)=O.CCOC(C)=O.CN(C)C=O.CN(C)C=O.CN(C)C=O.CN(C)C=O. The LUMO energy is 0.208 eV. For the relative energy (zero: lowest compared OMol25 entry of this formula, charge and spin), the calculation gives 0.00 kcal/mol. Its charge is 0. As for the HOMO-LUMO gap: 0.351 Ha.

The geometry in XYZ format:
```
90
Properties=species:S:1:pos:R:3:forces:R:3
C 0.48188 -1.51868 -0.42805 -3.3 -1.5 -3.0
O -0.26021 -1.73742 -1.44211 2.5 1.0 2.1
N -0.10025 -1.22653 0.74768 1.4 -0.6 0.3
C 0.65373 -1.06189 1.98841 -0.3 0.3 0.0
C -1.51207 -0.92462 0.87124 0.0 0.9 -1.0
H 1.56845 -1.68699 -0.48488 -0.2 0.3 0.4
H 0.12150 -1.58617 2.78211 -0.3 0.5 0.1
H 0.74195 0.01049 2.16253 -0.2 0.0 0.6
H 1.65975 -1.47247 2.07467 0.1 -0.2 -1.0
H -2.05882 -1.67799 1.43835 0.1 0.4 0.5
H -1.53658 0.11549 1.19635 -0.5 -0.2 1.1
H -2.03608 -0.80641 -0.07720 0.5 -0.7 -0.4
C 1.99721 -4.38769 0.93966 0.0 -0.4 -1.0
O 1.87607 -4.54654 -0.26243 0.0 0.1 0.3
N 1.00835 -4.48019 1.84211 -0.7 -0.7 1.1
C 1.28072 -4.23484 3.22687 0.1 0.9 1.0
C -0.38978 -4.84088 1.53329 1.0 1.0 -0.6
H 2.97410 -4.17725 1.40183 0.0 0.1 0.1
H 2.32727 -3.99147 3.41022 0.2 -0.7 -0.2
H 0.89835 -4.98151 3.92285 0.4 -0.6 -0.3
H 0.82207 -3.32761 3.62017 -0.6 0.3 -0.4
H -0.42660 -5.02274 0.45920 -0.2 0.0 0.1
H -0.77170 -5.69435 2.09350 0.3 0.0 0.1
H -0.95050 -3.94030 1.78358 -0.5 -0.2 -0.1
C -1.70843 0.68844 4.20592 2.2 0.2 0.5
O -2.68546 0.23816 3.67503 -1.0 0.2 -0.6
N -0.88254 1.69357 3.76171 1.5 0.2 0.4
C 0.39150 2.09238 4.47249 -1.5 0.0 0.2
C -1.26385 2.49122 2.61185 -1.6 -0.3 0.7
H -1.30265 0.22431 5.11813 0.0 0.1 0.2
H 0.42781 3.17187 4.61909 -0.4 0.1 -0.2
H 1.34023 1.86023 3.98863 -0.3 -0.5 -0.4
H 0.38268 1.67640 5.47994 0.0 -0.3 -0.1
H -2.23282 2.07428 2.33730 0.2 -0.4 -0.8
H -1.64424 3.44982 2.96469 0.9 0.6 -0.2
H -0.55495 2.54365 1.78553 -0.1 0.1 0.3
C 3.74300 3.16865 -0.24236 0.2 -2.0 0.0
O 4.85911 3.26114 -0.71671 -0.6 0.6 0.3
N 3.21266 1.97108 0.20045 0.8 2.2 -1.1
C 3.98012 0.75370 0.21522 -0.6 0.1 -0.2
C 1.82573 1.95966 0.52856 -0.3 -0.6 0.3
H 2.96210 3.93039 -0.09351 0.5 0.6 -0.3
H 3.69564 0.29043 1.15997 0.7 -0.5 0.1
H 5.03757 0.96747 0.05961 -0.1 0.1 0.5
H 3.68939 0.10766 -0.61316 -0.2 -0.2 -0.1
H 1.35448 1.12443 0.01047 -0.2 -0.2 0.2
H 1.74491 1.87057 1.61191 -0.5 -0.2 0.1
H 1.27654 2.84389 0.20512 0.3 0.2 0.1
O -0.77133 4.30471 0.27850 -0.4 -1.1 -2.3
C -1.05225 4.41027 -0.93146 0.4 2.2 3.4
O -1.59955 3.53559 -1.71437 0.6 0.1 0.0
C -1.94054 2.26807 -1.18948 -1.2 -1.1 -2.6
C -2.81681 1.69387 -2.42185 0.5 -1.2 2.4
C -0.92094 5.75394 -1.54726 0.5 0.5 -1.4
H -2.44155 2.34711 -0.22468 -0.3 0.2 -0.2
H -1.06268 1.63332 -1.06883 0.1 0.1 0.0
H -3.43701 0.94537 -1.92869 -0.5 -0.1 -0.2
H -2.21079 1.08945 -3.09679 0.3 0.5 -0.1
H -3.45587 2.39240 -2.96199 0.3 0.2 0.4
H -1.36021 5.78050 -2.54447 -0.3 0.1 0.1
H 0.13255 5.96595 -1.72977 0.2 0.0 0.3
H -1.30379 6.55274 -0.91208 -0.1 -0.3 0.0
O 5.40513 -0.76448 -4.44793 -0.1 -0.3 0.2
C 4.56967 -0.99849 -3.60476 1.4 -0.3 -1.1
O 3.63642 -0.12763 -3.29351 -1.5 0.6 0.5
C 3.44635 1.08251 -4.03635 -1.0 1.5 -0.1
C 2.18764 1.78871 -3.41542 1.4 -1.0 -0.3
C 4.45609 -2.28839 -2.83472 0.1 -0.3 0.2
H 3.24227 0.97517 -5.10168 0.2 -0.9 0.0
H 4.30900 1.74773 -3.99849 0.2 -0.3 0.4
H 1.36494 1.07517 -3.46151 -0.1 0.1 0.3
H 1.89936 2.67528 -3.98020 0.2 0.0 0.1
H 2.47770 2.03514 -2.39403 -0.5 0.1 0.1
H 5.39574 -2.83914 -2.79189 0.2 0.5 0.0
H 3.79091 -2.98398 -3.34639 -0.4 0.3 0.0
H 4.08104 -2.11740 -1.82566 -0.1 -0.1 -0.1
O -5.66202 -2.58715 0.18681 0.9 0.5 -0.6
C -5.06495 -1.53724 0.04570 -1.1 -0.5 -0.1
O -4.38242 -1.16260 -1.05520 0.2 0.7 1.0
C -4.38276 -1.99486 -2.20278 0.0 -0.8 0.3
C -3.38069 -3.10971 -2.08487 1.2 -0.1 -0.1
C -5.17210 -0.43668 1.05411 1.0 -0.3 0.7
H -3.97610 -1.37137 -2.99902 -0.8 0.2 -0.1
H -5.41145 -2.33184 -2.33057 0.1 0.0 -0.5
H -3.31558 -3.69181 -1.16562 -0.8 0.0 0.0
H -2.39992 -2.63599 -2.12721 0.2 0.0 -0.1
H -3.42875 -3.75912 -2.95897 -0.2 -0.2 0.1
H -5.71270 0.41330 0.63771 -0.2 -0.2 0.3
H -4.20056 -0.09285 1.40905 0.3 0.2 -0.5
H -5.54888 -0.89038 1.97079 -0.8 0.3 -0.3
```
Positions in Å, forces in eV/Å.

Results of the Löwdin charge analysis, in e, for atoms 1 through 8:
1 C -0.29
2 O -0.06
3 N -0.16
4 C -0.05
5 C -0.04
6 H 0.13
7 H 0.07
8 H 0.06

---

Entry 3:
9 unconnected molecules or ions with the total composition C24H52N4O13, computed with wB97M-V/def2-TZVPD.

As for the SMILES: C[N+](=O)[O-].C[N+](=O)[O-].C[N+](=O)[O-].C[N+](=O)[O-].C1CCOC1.C1CCOC1.C1CCOC1.C1CCOC1.C1CCOC1. The LUMO energy is -0.220 eV. For the relative energy (zero: lowest compared OMol25 entry of this formula, charge and spin), the calculation gives 296.96 kcal/mol. Its charge is 0. As for the HOMO-LUMO gap: 0.334 Ha.

The geometry in XYZ format:
```
93
Properties=species:S:1:pos:R:3:forces:R:3
C -2.91355 -2.56910 0.18161 0.2 -1.5 -0.7
N -3.95300 -3.62297 0.48003 1.4 0.8 0.0
O -4.91824 -3.23800 1.04381 -2.4 0.8 1.1
O -3.70508 -4.77165 0.23396 0.4 -0.9 -0.6
H -3.34302 -1.72800 -0.33077 -0.5 0.2 -0.1
H -2.26191 -3.13671 -0.49452 0.5 0.7 0.5
H -2.51952 -2.25627 1.14612 0.3 -0.2 -0.2
C -4.54947 -0.09131 -2.65753 -0.2 -0.6 0.0
N -4.37299 0.66280 -3.91151 -1.5 -0.3 2.4
O -5.25075 1.45209 -4.11756 -0.7 1.2 -1.0
O -3.41484 0.43406 -4.55635 1.9 -0.2 -1.9
H -4.67330 0.61516 -1.86608 0.2 0.5 0.5
H -3.67479 -0.71797 -2.55185 -0.1 -0.2 0.2
H -5.50016 -0.61634 -2.73294 0.2 -0.3 -0.1
C 3.79895 2.30461 0.18162 0.9 -1.0 -0.3
N 3.75196 1.17864 -0.81253 -1.4 -1.3 -1.4
O 4.01812 1.39653 -2.00403 -0.2 -0.1 2.1
O 3.33375 0.08104 -0.40289 0.9 1.7 -0.4
H 2.78007 2.58104 0.46681 0.4 -0.1 -0.2
H 4.40976 3.05511 -0.28062 -0.3 0.7 -0.3
H 4.40298 1.89344 0.98738 -0.4 0.0 0.4
C -0.81528 3.74087 -2.71334 -0.4 -0.5 0.1
N -1.67307 2.96465 -1.77722 -0.4 1.1 1.4
O -2.12068 1.89136 -2.10226 -0.1 -0.3 -0.6
O -1.90452 3.48159 -0.68915 0.3 -0.2 -0.5
H -1.01918 3.32909 -3.69987 0.3 0.4 0.0
H 0.18467 3.54940 -2.37765 0.6 -0.5 0.0
H -0.97710 4.79379 -2.53038 -0.5 0.1 -0.3
C -0.87893 -2.04994 3.65246 0.6 0.8 -1.2
C -0.52531 -0.72765 4.37220 0.2 -0.2 0.0
C 0.56684 -1.14216 5.37666 0.0 0.1 -0.4
O 1.07883 -2.34844 4.86951 -0.5 -1.4 -0.5
C -0.06337 -3.09306 4.32262 1.1 0.5 2.0
H -0.48909 -1.99163 2.60316 -1.0 0.0 0.6
H -1.92146 -2.30388 3.76060 -0.5 0.1 -0.6
H -1.40004 -0.31044 4.84702 -0.2 0.3 0.2
H -0.10702 0.00189 3.67549 -0.2 0.0 0.0
H 0.12226 -1.33736 6.37214 0.4 0.5 -0.1
H 1.42656 -0.44380 5.33694 -0.7 -0.2 0.7
H -0.64816 -3.57032 5.14852 0.6 0.1 -0.4
H 0.34609 -3.81081 3.64453 0.2 -0.7 -0.2
C 0.05442 3.38934 4.20020 1.4 0.9 -0.4
C -1.43448 3.33407 4.18903 -1.7 -0.6 -1.1
C -1.94552 4.23602 5.29249 0.9 0.0 0.6
O -0.79648 4.42918 6.11455 0.8 0.4 0.1
C 0.38450 4.44005 5.24869 -1.2 0.0 1.1
H 0.49961 3.72666 3.25069 -0.3 -0.4 0.1
H 0.48472 2.44473 4.47417 0.3 -0.5 0.1
H -1.79985 2.30802 4.24320 0.0 0.0 0.4
H -1.83000 3.69363 3.25473 -0.1 0.2 -0.6
H -2.75424 3.84067 5.90226 0.1 -0.3 0.1
H -2.28787 5.19450 4.92106 0.0 0.4 -0.3
H 1.22851 4.17907 5.88905 0.0 0.1 -0.1
H 0.53653 5.44322 4.81491 -0.1 -0.3 0.1
C 0.61096 -0.26377 -6.00977 1.5 0.0 -0.6
C 1.90741 0.21396 -5.32859 -0.1 0.0 -0.3
C 1.55295 1.68703 -5.11588 0.6 1.2 1.9
O 0.15314 1.71899 -5.01582 -1.0 1.5 0.0
C -0.41489 0.48081 -5.28242 -1.4 0.3 -0.6
H 0.46507 -1.30405 -6.00045 -0.1 -1.5 0.2
H 0.64271 0.01421 -7.06575 -0.1 0.2 0.0
H 2.75846 0.00781 -5.94985 0.5 0.2 -0.3
H 2.11049 -0.28643 -4.36459 -0.3 0.3 -0.3
H 1.83192 2.53620 -5.77010 0.4 -1.1 -0.5
H 1.87819 2.06022 -4.11959 0.4 -0.5 -0.4
H -1.32669 0.60309 -5.86283 -0.1 0.2 0.0
H -0.70843 0.05350 -4.35288 -0.2 -0.9 0.8
C 2.38436 -3.41034 -0.15572 0.8 0.6 0.4
C 2.49289 -4.78885 0.46098 0.0 -2.1 0.3
C 2.95168 -5.65497 -0.73122 0.6 1.5 -0.6
O 3.85201 -4.75309 -1.38497 0.5 -0.1 -0.9
C 3.57059 -3.37437 -1.09626 0.7 -0.8 -0.3
H 2.45005 -2.56105 0.53139 -0.2 -0.3 0.2
H 1.51422 -3.27964 -0.76784 -0.8 -0.2 -0.1
H 1.57514 -5.26138 0.83098 0.0 0.6 0.3
H 3.28352 -4.90993 1.23360 -0.6 0.6 -0.3
H 2.13845 -5.89978 -1.42464 -0.2 0.0 0.2
H 3.54108 -6.56620 -0.58454 -0.3 0.2 0.6
H 3.36763 -2.82761 -2.02218 -0.1 -0.1 0.0
H 4.50280 -2.97569 -0.67623 -0.3 0.2 0.2
C -0.76547 0.24665 0.31636 -0.9 -0.1 1.0
C -0.23289 -0.57140 -0.83328 -0.5 -2.2 -0.4
C 0.44396 0.39336 -1.72841 1.5 1.5 1.1
O 0.72464 1.53554 -0.86397 0.3 0.6 0.4
C 0.37332 1.21717 0.50340 0.2 0.6 -0.5
H -0.96831 -0.29840 1.25746 0.1 0.0 -0.5
H -1.71078 0.71971 0.00921 0.4 0.2 0.2
H -1.00784 -1.04374 -1.45322 -0.1 -0.2 0.5
H 0.46749 -1.35949 -0.49613 -0.4 0.4 -0.1
H -0.15447 0.75506 -2.52823 -0.5 0.2 -0.6
H 1.40805 0.07890 -2.10878 0.1 -0.4 -0.2
H 0.15323 2.16928 1.03837 -0.1 -0.6 -0.5
H 1.21645 0.71024 1.02319 -0.3 0.2 -0.3
```
Positions in Å, forces in eV/Å.

Results of the Löwdin charge analysis, in e, for atoms 1 through 8:
1 C 0.05
2 N -0.48
3 O 0.08
4 O 0.07
5 H 0.07
6 H 0.10
7 H 0.08
8 C 0.03

---

no.,electronic energy (eV),maximum force (eV Å⁻¹)
1,-136939.679,5.2
2,-52165.817,4.7
3,-58294.503,2.8